The following is a quantum chemistry calculation of a structure of composition C14H12N3OPdTe4, from the Open Molecules 2025 dataset.

Element x y z (Å)
Pd1 -0.394 0.147 0.215
C1 3.187 -1.145 2.208
C2 2.110 -0.401 1.487
N1 1.429 -0.885 0.516
N2 1.583 -2.150 0.040
C3 0.466 -2.522 -0.573
O1 -0.621 -1.872 -0.685
C4 0.507 -3.892 -1.188
C5 1.658 -4.676 -1.155
C6 1.665 -5.933 -1.740
C7 0.522 -6.422 -2.361
C8 -0.627 -5.644 -2.395
C9 -0.634 -4.386 -1.811
C10 1.653 0.926 1.965
C11 1.813 1.366 3.217
C12 1.235 2.630 3.748
C13 0.716 3.506 2.629
C14 -0.045 2.677 1.625
N3 0.844 1.667 1.012
H1 3.497 -1.997 1.608
H2 2.817 -1.518 3.166
H3 4.039 -0.493 2.406
H4 2.537 -4.282 -0.666
H5 2.564 -6.535 -1.710
H6 0.529 -7.405 -2.816
H7 -1.521 -6.020 -2.877
H8 -1.517 -3.762 -1.825
H9 2.347 0.738 3.918
H10 1.970 3.152 4.357
H11 0.122 4.340 2.995
H12 -0.429 3.293 0.819
Te1 2.032 2.590 -0.415
Te2 2.403 4.460 1.551
Te3 -0.409 2.243 5.136
Te4 -1.741 1.464 2.225

## Properties
HOMO-LUMO gap (alpha / beta) = 4.71 / 4.71 eV
charge = -1
HOMO energy (alpha / beta) = -3.0 / -3.0 eV
E_LUMO (alpha / beta) = 1.7025 / 1.7025 eV
DFT total energy = -1980.14185 Eh
relative energy (zero: lowest compared OMol25 entry of this formula, charge and spin) = 3.485 eV

The following is a quantum chemistry calculation of a structure of composition C14H12N3RhS2SbSe4, from the Open Molecules 2025 dataset.

Element x y z (Å)
Rh1 -1.532 0.024 -0.022
S1 2.748 -0.040 1.579
C1 2.973 0.056 -0.136
C2 4.159 -0.042 -0.858
C3 4.100 0.095 -2.230
C4 2.878 0.346 -2.864
C5 1.702 0.445 -2.148
C6 1.742 0.275 -0.763
N1 0.662 0.339 0.111
C7 1.046 0.205 1.348
C8 0.073 0.247 2.422
C9 0.454 0.401 3.756
C10 -0.516 0.551 4.726
C11 -1.854 0.560 4.338
C12 -2.220 0.393 3.013
C13 -1.266 0.209 2.006
H1 5.100 -0.218 -0.354
H2 5.007 0.023 -2.815
H3 2.855 0.486 -3.938
H4 0.757 0.681 -2.617
H5 1.505 0.431 4.026
H6 -0.240 0.682 5.765
H7 -2.627 0.707 5.085
H8 -3.273 0.410 2.757
Se1 -4.932 1.877 0.134
Sb1 -2.591 2.287 -0.245
Se2 -3.735 -0.627 0.273
Se3 -1.762 1.186 -2.330
Se4 -1.309 4.110 0.579
N2 -0.211 -1.884 -3.149
C14 -1.113 -2.239 -2.206
N3 -2.393 -2.328 -2.611
S2 -0.622 -2.597 -0.631
H9 -0.533 -1.345 -3.939
H10 0.702 -1.642 -2.796
H11 -2.659 -1.765 -3.406
H12 -3.075 -2.298 -1.859

## Properties
HOMO-LUMO gap (alpha / beta) = 5.95 / 5.95 eV
charge = -1
HOMO energy (alpha / beta) = -4.3 / -4.3 eV
E_LUMO (alpha / beta) = 1.6861 / 1.6860 eV
DFT total energy = -11458.07058 Eh
relative energy (zero: lowest compared OMol25 entry of this formula, charge and spin) = 0.024 eV

The following is a quantum chemistry calculation of a structure of composition C14H12O5, from the Open Molecules 2025 dataset.

Element x y z (Å)
O1 -1.403 -2.429 -6.165
C1 -1.187 -1.514 -5.544
O2 -1.280 -0.346 -5.894
H1 -1.505 -0.133 -6.777
C2 -0.673 -1.469 -4.040
O3 -0.785 -0.282 -3.270
C3 -0.584 -0.172 -1.905
C4 -0.258 0.960 -1.446
C5 0.029 1.150 -0.069
C6 0.188 0.074 0.670
C7 0.163 -1.404 0.279
C8 -0.024 -1.471 -1.067
H2 -0.092 -2.251 -1.670
H3 0.327 -2.181 0.798
C9 0.615 0.358 2.065
C10 0.409 1.662 2.611
C11 0.177 2.880 1.592
O4 0.186 3.964 2.012
O5 0.006 2.289 0.279
C12 0.776 1.662 4.046
H4 1.998 2.098 4.104
H5 0.108 2.330 4.689
C13 0.707 0.136 4.511
H6 -0.373 0.071 5.050
H7 1.775 -0.168 5.180
C14 0.818 -0.674 3.118
H8 1.808 -0.852 2.968
H9 0.174 -1.632 3.235
H10 -0.687 1.872 -1.987
H11 -1.640 -2.260 -3.499
H12 0.228 -2.265 -3.873

## Properties
HOMO-LUMO gap = 8.36 eV
HOMO energy = -8.0 eV
E_LUMO = 0.4077 eV
DFT total energy = -916.58252 Eh
relative energy (zero: lowest compared OMol25 entry of this formula, charge and spin) = 9.351 eV

The following is a quantum chemistry calculation of a structure of composition C14H13CdF9N3O6S3, from the Open Molecules 2025 dataset.

Element x y z (Å)
Cd1 -0.427 0.217 -0.224
C1 -1.948 0.603 3.498
C2 -0.481 0.338 3.404
N1 0.190 0.222 2.297
C3 1.539 0.018 2.540
C4 1.873 -0.059 3.850
S1 0.485 0.174 4.815
C5 2.484 -0.061 1.411
C6 3.832 0.052 1.494
S2 4.507 -0.074 -0.069
C7 2.944 -0.296 -0.744
N2 1.997 -0.258 0.141
C8 2.747 -0.459 -2.218
H1 -2.303 0.985 2.545
H2 -2.153 1.318 4.294
H3 -2.494 -0.318 3.709
H4 2.846 -0.229 4.281
H5 4.434 0.231 2.368
H6 3.668 -0.799 -2.692
H7 2.434 0.502 -2.638
H8 1.943 -1.169 -2.405
O1 1.503 2.518 -2.447
S3 0.142 2.255 -1.990
O2 -0.865 3.119 -2.569
O3 -0.199 0.779 -2.295
O4 0.093 2.326 -0.465
C9 -0.451 -4.535 0.569
C10 -0.827 -3.080 0.683
N3 -1.848 -2.755 1.488
O5 -0.165 -2.235 0.083
H9 -1.174 -5.200 1.039
H10 0.523 -4.676 1.040
H11 -0.349 -4.786 -0.485
H12 -2.466 -3.484 1.799
H13 -2.237 -1.803 1.356
F1 -5.101 -0.764 -1.843
C11 -4.079 -1.095 -1.045
F2 -3.015 -1.309 -1.806
F3 -4.401 -2.275 -0.476
C12 -3.767 -0.026 0.054
O6 -2.549 -0.218 0.580
C13 -3.879 1.395 -0.591
F4 -3.247 2.294 0.156
F5 -3.327 1.409 -1.801
F6 -5.162 1.791 -0.719
C14 -4.838 -0.159 1.186
F7 -6.086 -0.341 0.743
F8 -4.843 0.928 1.967
F9 -4.562 -1.198 1.990

## Properties
HOMO-LUMO gap = 7.11 eV
charge = -1
HOMO energy = -5.1 eV
E_LUMO = 2.0362 eV
DFT total energy = -3418.36191 Eh
relative energy (zero: lowest compared OMol25 entry of this formula, charge and spin) = 0.600 eV

The following is a quantum chemistry calculation of the molecule C14H13N3O3, from the Open Molecules 2025 dataset.

Element x y z (Å)
O1 2.002 2.933 -0.390
C1 1.496 1.985 0.158
N1 0.166 1.726 0.218
N2 -0.745 2.631 -0.226
C2 -1.971 2.308 -0.351
C3 -2.639 1.044 -0.178
C4 -3.978 0.836 0.110
C5 -4.195 -0.546 0.154
C6 -2.998 -1.153 -0.130
N3 -2.058 -0.195 -0.306
C7 2.379 0.905 0.823
C8 3.258 0.272 -0.264
O2 2.469 -0.449 -1.183
C9 1.569 -1.286 -0.582
C10 1.004 -2.313 -1.330
C11 0.119 -3.197 -0.742
C12 -0.205 -3.071 0.600
C13 0.325 -2.034 1.345
C14 1.203 -1.130 0.758
O3 1.665 -0.087 1.528
H1 -0.156 0.921 0.755
H2 -2.612 3.138 -0.618
H3 -4.703 1.605 0.288
H4 -5.123 -1.040 0.362
H5 -2.748 -2.192 -0.214
H6 -1.126 -0.377 -0.643
H7 3.010 1.411 1.561
H8 3.990 -0.399 0.207
H9 3.770 1.049 -0.832
H10 1.286 -2.401 -2.366
H11 -0.306 -3.995 -1.331
H12 -0.875 -3.774 1.069
H13 0.075 -1.902 2.386

## Properties
HOMO-LUMO gap = 8.88 eV
HOMO energy = -8.2 eV
SMILES string = O=C(N/N=C\c1ccc[nH]1)[C@@H]1COc2ccccc2O1
E_LUMO = 0.6704 eV
DFT total energy = -931.25055 Eh
relative energy (zero: lowest compared OMol25 entry of this formula, charge and spin) = 1.941 eV

The following is a quantum chemistry calculation of a structure of composition C14H13NO5Sn, from the Open Molecules 2025 dataset.

Element x y z (Å)
O1 1.767 0.557 -4.792
C1 1.511 0.643 -3.679
Sn1 1.497 1.677 0.280
O2 3.338 4.724 -1.476
C2 2.798 3.788 -1.111
C3 1.993 2.450 2.241
O3 2.086 2.712 3.378
C4 4.054 0.761 -0.474
O4 5.101 0.347 -0.435
C5 -0.506 2.667 -0.570
O5 -1.331 3.394 -0.896
C6 -2.294 0.223 1.110
N1 -2.367 -0.533 -0.199
C7 -3.506 -0.058 -1.052
C8 -1.045 -0.598 -0.929
C9 0.015 -1.210 -0.037
C10 -0.251 -2.527 0.392
C11 0.588 -3.143 1.321
C12 1.702 -2.471 1.783
C13 1.964 -1.178 1.335
C14 1.117 -0.508 0.491
H1 -1.944 1.241 0.886
H2 -1.598 -0.309 1.778
H3 -3.317 0.233 1.527
H4 -2.584 -1.502 0.052
H5 -3.306 0.970 -1.341
H6 -3.561 -0.703 -1.927
H7 -4.423 -0.117 -0.463
H8 -1.232 -1.179 -1.843
H9 -0.788 0.408 -1.243
H10 -1.106 -3.086 0.027
H11 0.393 -4.143 1.692
H12 2.387 -2.900 2.498
H13 2.845 -0.630 1.676

## Properties
HOMO-LUMO gap (alpha / beta) = 5.74 / 5.74 eV
charge = +2
HOMO energy (alpha / beta) = -14.2 / -14.2 eV
E_LUMO (alpha / beta) = -8.4439 / -8.4414 eV
DFT total energy = -1185.77201 Eh
relative energy (zero: lowest compared OMol25 entry of this formula, charge and spin) = 0.000 eV

Look up the DFT total energy of the fifth one.
-931.25055 Eh

What is the formula in the fifth record?
C14H13N3O3